1.
Computed, not measured: a 11-piece molecular cluster, C18H61N3O14 overall at a distorted geometry, with wB97M-V/def2-TZVPD.

Its energy above the lowest of the compared OMol25 structures with the same formula, charge and spin is 155.4 kJ/mol. As for the maximum force: 0.082 Eh/bohr. The total energy is -52785.0597 eV. The LUMO energy comes out at 0.2 eV. As for the gap between HOMO and LUMO: 8.72 eV. As for the structure (SMILES): COC[C@H](C)N.COC[C@H](C)N.COC[C@H](C)N.OCCO.OCCO.OCCO.O.O.O.O.O. As for the HOMO energy: -8.472 eV.

XYZ file:
```
96
Properties=species:S:1:pos:R:3:forces:R:3:mulliken_charge:R:1
C 2.70741 -1.47742 -5.34902 -0.3 0.9 0.5 -1.40
C 2.16997 -0.01521 -5.29793 -1.3 0.5 -2.1 0.69
C 0.58520 0.03212 -5.16373 1.3 -0.2 0.8 -0.71
O 0.00306 1.26810 -5.46042 -0.6 1.5 -0.7 -0.25
C -0.03181 1.74028 -6.82941 0.5 -0.9 0.7 -0.80
N 2.74521 0.85174 -4.31884 0.6 -0.2 2.3 -0.35
H 3.75265 -1.50479 -5.04107 -0.1 0.0 0.2 0.35
H 2.65941 -2.00901 -6.29939 -0.3 0.5 -0.3 0.37
H 2.08482 -2.04349 -4.65616 0.3 -0.3 0.3 0.26
H 2.36198 0.58190 -6.18940 0.0 -1.0 -1.2 0.20
H 0.39601 -0.06709 -4.09487 0.0 -0.1 0.3 0.10
H 0.01579 -0.77759 -5.62007 0.4 -0.3 -0.6 0.46
H -0.73401 2.56571 -6.94631 -0.3 -0.3 0.4 0.26
H -0.30853 0.88938 -7.45192 -0.1 0.1 -0.3 0.36
H 0.92914 2.14312 -7.14937 0.2 -0.2 0.1 0.28
H 3.61114 1.30460 -4.57413 0.4 -0.6 -0.4 0.26
H 2.18858 1.66953 -4.11515 -0.4 -0.2 -0.1 0.00
C -0.02785 -2.35207 1.36623 0.0 -0.8 0.4 -0.89
C -0.01684 -3.74938 2.10928 -2.3 3.0 -0.5 0.32
C -1.57464 -4.22556 2.19898 1.6 0.3 1.0 -0.69
O -2.28782 -3.53711 3.26609 0.0 -0.5 -0.4 -0.25
C -3.63768 -4.03239 3.43434 1.4 0.1 0.2 -0.91
N 0.94011 -4.65186 1.55883 0.8 -1.6 -0.4 -0.66
H -0.49871 -2.49065 0.39300 0.3 0.0 -0.2 0.23
H 0.99495 -1.99542 1.24466 -0.1 0.0 -0.2 0.27
H -0.60818 -1.56257 1.84374 -0.1 -0.2 0.5 0.22
H 0.31962 -3.55661 3.12797 -0.3 -0.1 0.2 0.21
H -1.43379 -5.28772 2.39917 -0.8 -0.3 0.1 0.35
H -2.20318 -4.01405 1.33394 0.6 -0.3 -0.7 0.33
H -4.21554 -4.04062 2.51016 0.1 0.1 -0.3 0.37
H -4.13665 -3.38895 4.15899 0.1 0.0 0.0 0.25
H -3.58129 -5.04770 3.82684 -0.2 -0.1 0.0 0.37
H 0.90582 -5.00261 0.61231 -1.2 0.2 -0.2 0.24
H 1.87754 -4.27666 1.53521 0.0 0.4 0.8 0.25
C -2.98757 0.43619 3.45460 -0.9 -0.4 0.9 -1.82
C -3.93305 0.37922 2.26746 0.1 -0.7 -0.2 1.43
C -5.04528 -0.75265 2.24769 1.2 1.3 0.4 -0.37
O -5.96186 -0.47681 3.25913 -1.7 -0.8 1.0 -0.38
C -7.08292 -1.40130 3.24904 -0.1 0.8 -0.5 -0.83
N -4.59364 1.67584 1.94691 0.0 -0.8 -0.2 -0.68
H -2.18909 1.15357 3.26517 -0.1 0.0 0.1 0.45
H -2.55978 -0.54027 3.68179 0.2 -0.1 -0.4 0.28
H -3.54017 0.66889 4.36486 0.1 0.5 0.1 0.44
H -3.23026 0.14381 1.46823 -0.3 -0.2 -0.5 -0.13
H -4.68882 -1.75496 2.48521 0.7 0.0 -0.8 -0.13
H -5.53820 -0.65682 1.28024 0.0 -0.4 -0.4 0.36
H -7.75112 -1.13939 2.42867 -0.3 0.5 0.1 0.34
H -7.61480 -1.37663 4.20015 0.2 0.3 -0.1 0.29
H -6.91826 -2.45034 3.00309 1.2 -0.2 0.3 0.30
H -4.09720 2.48175 2.29928 0.5 -0.1 0.1 0.20
H -5.47987 1.68471 2.43128 -0.3 0.0 0.0 0.29
O 0.00779 4.88838 -2.36574 0.0 0.3 0.0 -0.69
H -0.19821 5.72106 -1.94095 0.0 0.3 0.0 0.29
H -0.55863 4.25071 -1.93126 -0.3 -0.5 0.2 0.31
O 1.30453 3.06662 -3.81888 0.2 0.3 0.1 -0.64
H 0.45457 2.66878 -4.00735 -0.4 -0.3 -0.4 0.25
H 1.09161 3.89934 -3.39759 0.0 0.5 0.4 0.33
O -2.42154 3.62485 0.47011 0.0 0.5 0.5 -0.73
H -3.20683 3.12128 0.25572 -0.2 0.0 -0.2 0.36
H -1.69693 3.08678 0.15126 0.2 -0.2 -0.4 0.40
O -3.41931 1.10125 -0.75837 0.3 -0.2 -0.7 -0.50
H -4.08500 0.71933 -1.33042 -0.1 -0.1 -0.2 0.19
H -3.88693 1.30437 0.05175 -0.6 0.2 0.8 0.27
O 1.44346 -1.88895 -1.16346 0.1 -0.5 0.0 -0.57
H 1.94365 -1.09347 -1.34581 0.2 0.6 -0.2 0.21
H 0.67997 -1.82928 -1.73771 -0.1 0.0 -0.2 0.27
C 1.29492 1.49443 -0.03518 -0.8 1.2 -0.9 -0.43
C -0.19475 1.18123 -0.17388 0.0 -1.3 -0.7 0.42
O -0.81030 1.79300 -1.37118 1.4 0.0 1.3 -0.51
O 2.02927 1.02733 -1.16114 0.2 -0.2 0.9 -0.11
H 1.84813 1.20211 0.85736 -0.7 -0.7 0.1 -0.19
H 1.26063 2.57765 0.08116 0.7 0.5 -0.5 0.29
H -0.81837 1.43032 0.68469 0.4 0.2 0.4 0.17
H -0.31137 0.11269 -0.35482 0.1 -0.3 0.4 0.12
H -1.60144 1.24922 -1.37069 -0.8 0.4 -0.6 0.27
H 1.78998 1.44798 -1.99023 -0.2 0.4 -0.2 0.05
C 6.11606 0.64786 -1.04871 0.9 -1.2 1.9 -0.56
C 5.13227 -0.10467 -0.05627 0.0 2.4 -0.6 0.79
O 5.63265 -1.34494 0.34124 -0.2 -0.6 -0.4 -0.61
O 7.32431 1.10356 -0.38540 -0.4 0.3 0.3 -0.56
H 5.71615 1.52522 -1.55707 -0.5 -0.4 0.0 0.23
H 6.51205 -0.13772 -1.69226 -0.9 0.1 -0.7 0.37
H 4.12473 -0.08693 -0.47176 0.0 -0.8 -1.0 -0.16
H 4.86002 0.41447 0.86267 0.9 1.1 0.3 -0.17
H 4.84493 -1.73039 0.73178 0.3 -0.7 0.2 0.33
H 8.07395 0.60767 -0.72264 -0.1 0.0 0.1 0.32
C 3.00553 0.74152 4.93083 -1.1 -0.7 -2.5 -0.17
C 3.05554 1.63561 3.67310 -0.2 3.2 2.7 -0.39
O 1.74034 2.25397 3.47814 -0.4 -1.7 -1.2 -0.43
O 2.12951 -0.39085 4.53109 1.4 0.7 1.2 -0.50
H 2.60502 1.30174 5.77571 -0.4 0.0 -0.1 0.23
H 4.01648 0.44757 5.21309 -0.1 -0.7 -0.2 0.34
H 3.58519 1.27943 2.78953 -0.8 -0.4 -0.1 -0.02
H 3.55311 2.55248 3.98913 1.3 -0.3 -0.1 0.45
H 1.70174 3.15455 3.80842 0.4 -0.2 0.0 0.28
H 1.59155 -0.04192 3.81663 -0.3 0.0 0.1 0.30
```
Positions in Å, forces in eV/Å.

2.
Computed, not measured: a 14-piece molecular cluster, C18H64O17 overall at a distorted geometry, with wB97M-V/def2-TZVPD.

As for the maximum force: 0.107 Eh/bohr. The total energy is -54506.2531 eV. The LUMO energy comes out at -0.1 eV. As for the gap between HOMO and LUMO: 9.59 eV. As for the HOMO energy: -9.681 eV.

XYZ file:
```
99
Properties=species:S:1:pos:R:3:forces:R:3:mulliken_charge:R:1
O -5.67542 28.25262 -15.94717 -0.2 0.1 0.2 -0.62
H -5.29162 27.37587 -15.96242 0.1 -0.2 0.1 0.31
H -5.34180 28.67445 -16.73899 0.1 0.2 -0.2 0.31
O -7.58040 22.91310 -6.63904 0.2 0.1 0.2 -0.63
H -7.26231 22.45710 -7.41822 0.1 -0.1 -0.3 0.32
H -8.45829 22.55957 -6.49571 -0.2 0.0 0.1 0.31
O -4.50722 22.38116 -4.14408 0.3 0.0 0.0 -0.63
H -5.12434 22.66886 -4.81686 -0.3 0.1 -0.2 0.33
H -5.04024 21.87700 -3.52931 -0.1 -0.1 0.2 0.30
O 1.32078 24.57465 -11.44838 -0.1 0.3 0.1 -0.63
H 1.51722 23.65906 -11.25000 0.0 -0.4 0.1 0.32
H 1.63352 24.69848 -12.34453 0.1 0.0 -0.2 0.30
O -1.79754 27.78295 -13.48237 -0.2 0.2 -0.1 -0.63
H -1.33838 27.34839 -14.20108 0.1 -0.1 -0.2 0.31
H -1.45668 27.36440 -12.69190 0.1 -0.1 0.3 0.32
O 2.39278 20.82887 -11.73385 -0.1 0.3 -0.1 -0.60
H 3.27698 20.90187 -11.37458 0.2 0.0 0.2 0.32
H 2.32700 19.91994 -12.02667 -0.1 -0.2 -0.1 0.29
O -8.04223 20.13540 -14.45880 0.2 0.0 0.2 -0.63
H -8.93302 19.79657 -14.36976 -0.2 -0.1 0.1 0.32
H -8.09724 20.77034 -15.17297 0.0 0.2 -0.2 0.32
C -0.16523 21.33123 -17.52808 -2.2 -0.9 0.3 -0.19
C -1.04222 22.19307 -16.56499 4.0 -0.3 0.5 -0.46
O -0.81541 23.52870 -16.92181 -1.3 1.9 -1.1 -0.53
O -0.92135 21.14782 -18.71894 0.4 -0.3 -0.2 -0.52
H -0.00216 20.35364 -17.07441 -0.2 -0.2 -0.1 0.23
H 0.83365 21.69658 -17.76659 0.0 0.7 0.3 0.29
H -0.48045 22.17469 -15.63109 -0.8 -1.1 0.9 0.26
H -2.09947 21.94118 -16.48197 0.3 0.0 -0.3 0.29
H 0.11428 23.72606 -16.78640 -0.1 -0.1 0.0 0.32
H -1.27019 22.01617 -18.93314 0.0 0.1 -0.2 0.31
C 1.40055 18.67197 -6.75456 1.7 -3.1 -0.8 -0.48
C -0.01837 18.72810 -6.39658 -1.4 1.2 -0.3 -0.20
O -0.14723 19.70519 -5.40824 0.0 1.0 1.4 -0.54
O 2.12808 19.81737 -7.05188 -0.7 0.6 -0.1 -0.49
H 1.46676 17.96707 -7.58331 -0.1 0.3 -0.8 0.32
H 1.94158 18.03407 -6.05566 0.1 0.4 1.0 0.28
H -0.39711 17.77113 -6.03764 0.2 -0.3 -0.2 0.26
H -0.62550 19.07578 -7.23242 0.0 -0.4 -0.5 0.22
H -1.00358 20.13826 -5.43485 0.0 -0.1 0.0 0.29
H 1.69591 20.50858 -6.54486 0.1 0.4 0.2 0.34
C -9.16571 28.82902 -12.17778 -0.2 -0.2 1.7 -0.40
C -8.98888 28.20206 -10.70607 0.5 0.6 -1.6 -0.31
O -8.88018 29.24835 -9.73639 -0.6 -0.8 -0.7 -0.50
O -8.13591 29.79050 -12.41447 -0.1 -0.5 0.1 -0.54
H -10.11107 29.36928 -12.22792 -0.1 -0.1 0.1 0.22
H -9.14534 28.08020 -12.96959 -0.1 -0.3 0.2 0.33
H -8.04700 27.65348 -10.70891 0.2 -0.2 -0.1 0.21
H -9.75327 27.45790 -10.48243 -0.3 0.5 0.2 0.34
H -8.26556 29.82921 -10.19077 0.2 0.6 0.2 0.33
H -7.47497 29.29997 -12.90856 0.4 0.3 0.0 0.31
C -5.40575 14.68009 -7.20842 -1.0 0.3 -0.5 -1.29
C -5.99153 14.31687 -8.57884 1.7 0.6 0.0 0.58
C -5.90387 15.43048 -9.58526 0.1 1.4 0.3 -1.27
O -5.06563 13.35990 -9.08882 -0.3 -1.4 0.2 -0.56
H -4.36553 14.99908 -7.27394 0.0 -0.2 -0.3 0.30
H -5.48126 13.83362 -6.52587 -0.1 0.2 0.1 0.31
H -5.97022 15.55222 -6.87848 -0.1 -0.1 0.6 0.37
H -7.02763 13.97908 -8.55657 0.0 -0.5 0.5 0.25
H -6.60230 15.24090 -10.40034 0.4 0.2 -0.3 0.34
H -4.85847 15.53571 -9.87536 -0.1 -0.5 -0.6 0.33
H -6.05450 16.43362 -9.18637 -0.8 0.0 0.2 0.34
H -5.43610 12.95488 -9.87642 0.0 -0.1 -0.1 0.31
C -1.48014 25.80094 -6.44588 0.5 0.9 -0.2 -1.28
C -2.60333 26.86420 -6.10589 2.6 0.8 -3.7 0.39
C -3.68325 26.80505 -7.14320 0.1 -0.6 -1.1 -1.11
O -3.10052 26.61249 -4.92809 -1.7 -2.1 4.8 -0.52
H -0.60349 25.89755 -5.80537 0.1 0.5 0.0 0.38
H -1.14517 25.84675 -7.48212 0.0 0.3 0.0 0.32
H -1.71316 24.74500 -6.30875 -1.0 0.0 0.2 0.34
H -2.20110 27.86654 -5.95889 0.6 0.2 -1.0 0.28
H -3.92512 25.74411 -7.20657 -0.5 -0.2 0.0 0.18
H -3.29311 27.03390 -8.13493 -0.2 0.4 -0.1 0.32
H -4.59042 27.36046 -6.90515 0.2 0.1 0.0 0.33
H -3.03390 25.65489 -4.91540 -0.7 -0.3 1.2 0.35
C -3.39796 20.84707 -11.20684 1.1 0.7 0.2 -1.25
C -4.29595 21.92417 -10.64034 1.1 -0.8 -0.6 0.48
C -4.36780 23.18464 -11.42447 0.1 1.3 0.0 -1.31
O -5.54087 21.33222 -10.55588 -2.1 -0.4 1.5 -0.55
H -2.35432 21.15928 -11.16921 0.2 0.2 -0.5 0.36
H -3.71561 20.68927 -12.23752 0.2 -0.6 0.0 0.37
H -3.40886 19.97777 -10.54934 -0.5 -0.2 -0.4 0.27
H -3.88983 22.17719 -9.66098 -0.7 -0.1 0.4 0.30
H -5.29185 23.69850 -11.15954 -0.1 0.0 0.0 0.33
H -4.36267 23.07261 -12.50868 0.2 -0.2 0.0 0.31
H -3.56718 23.84948 -11.10028 0.2 0.1 -0.4 0.38
H -5.90322 21.09551 -11.41277 0.3 0.1 -0.2 0.32
C -0.78199 15.51913 -14.54453 -1.7 -0.7 0.9 -1.40
C 0.67865 15.21753 -14.25283 -1.8 0.2 -1.7 0.43
C 1.25479 14.57844 -15.50674 0.7 -0.6 0.7 -1.19
O 1.23216 16.46893 -14.08532 1.5 1.7 0.5 -0.52
H -1.07021 16.11315 -15.41182 1.0 0.4 -0.1 0.34
H -1.24868 15.97866 -13.67325 0.1 0.3 0.1 0.32
H -1.41197 14.64222 -14.69362 0.4 -0.6 0.1 0.40
H 0.78883 14.72485 -13.28680 -0.1 -0.9 -0.3 0.28
H 1.22620 15.29232 -16.32993 -0.6 -0.1 0.0 0.33
H 0.71822 13.64860 -15.69545 0.1 0.0 -0.4 0.33
H 2.31848 14.36175 -15.40812 0.1 -0.3 0.2 0.35
H 2.14407 16.27421 -13.85705 0.4 0.6 0.0 0.30
```
Positions in Å, forces in eV/Å.

Look up the maximum force of the first one.
0.082 Eh/bohr

Look up the LUMO of the first one.
0.2 eV